Computed, not measured: C32H45BrO8P2SiTi as an isolated structure, with wB97M-V/def2-TZVPD.

Computed properties:
**<S²>**: 0.765
**E**: -169910.81815 eV
**Multiplicity**: 2
**Orbital gap (alpha / beta)**: 8.16 / 8.14 eV
**E_LUMO (alpha / beta)**: -2.0 / -1.9 eV
**Charge**: +1

Atoms and positions in Å:
1 Ti -0.1570 1.5229 -0.2267
2 C -0.5037 -0.9276 5.5966
3 C 0.1181 -0.0291 4.5543
4 C 1.1847 0.8952 5.0900
5 O 0.7594 -0.9102 3.5561
6 P 0.4323 -0.7858 2.0352
7 O 0.3967 0.6335 1.5651
8 C -1.2110 -1.4884 1.7546
9 P -1.7215 -1.4386 0.0307
10 O -1.5050 -0.0792 -0.5641
11 O -3.2231 -1.8693 -0.0669
12 C -4.3409 -0.9154 -0.2466
13 C -4.5968 -0.1901 1.0535
14 C -5.5080 -1.7508 -0.7120
15 O -0.8972 -2.5900 -0.6138
16 C -1.0186 -2.8823 -2.0618
17 C -1.1587 -4.3796 -2.1867
18 C 0.1981 -2.3110 -2.7517
19 O 1.4710 -1.6265 1.2680
20 C 2.2352 -2.8299 1.6308
21 C 1.3143 -3.8612 2.2405
22 C 3.4010 -2.4433 2.5081
23 H -0.9850 -0.3195 6.3628
24 H 0.2603 -1.5394 6.0757
25 H -1.2568 -1.5830 5.1584
26 H -0.6474 0.5512 4.0312
27 H 1.9773 0.3197 5.5688
28 H 0.7515 1.5683 5.8302
29 H 1.6114 1.4929 4.2858
30 H -1.9290 -0.8873 2.3195
31 H -1.2638 -2.5164 2.1193
32 H -4.0228 -0.2194 -1.0227
33 H -4.8217 -0.8989 1.8520
34 H -5.4528 0.4750 0.9360
35 H -3.7476 0.4336 1.3379
36 H -5.7997 -2.4684 0.0547
37 H -5.2614 -2.2887 -1.6258
38 H -6.3582 -1.0999 -0.9167
39 H -1.9253 -2.3836 -2.4119
40 H -0.2689 -4.8777 -1.8002
41 H -1.2703 -4.6492 -3.2370
42 H -2.0328 -4.7359 -1.6435
43 H 1.1037 -2.8035 -2.3944
44 H 0.2818 -1.2364 -2.5855
45 H 0.1227 -2.4743 -3.8271
46 H 2.5901 -3.1574 0.6564
47 H 0.9465 -3.5335 3.2155
48 H 1.8708 -4.7861 2.3959
49 H 0.4751 -4.0783 1.5782
50 H 3.0653 -2.1396 3.5004
51 H 3.9685 -1.6354 2.0490
52 H 4.0615 -3.3047 2.6157
53 Br -2.6396 3.3194 2.1068
54 C -2.6788 4.7977 0.9064
55 C -3.5497 5.8381 1.1802
56 C -3.6206 6.9094 0.3049
57 C -2.8442 6.9300 -0.8456
58 C -1.9913 5.8763 -1.1217
59 C -1.8907 4.8083 -0.2365
60 C -0.9602 3.6824 -0.5061
61 O -0.0071 3.4569 0.3161
62 O -1.1593 2.8651 -1.4553
63 H -4.1651 5.8121 2.0683
64 H -4.2956 7.7258 0.5231
65 H -2.9037 7.7655 -1.5291
66 H -1.3890 5.8782 -2.0208
67 C 5.7226 -1.0436 -0.1774
68 C 4.5926 -1.6601 -0.7001
69 C 3.5044 -0.8962 -1.0936
70 C 3.5225 0.4977 -0.9993
71 C 4.6687 1.0971 -0.4734
72 C 5.7550 0.3381 -0.0592
73 Si 2.0805 1.5508 -1.6019
74 C 1.7335 1.1599 -3.4170
75 C 0.7762 1.9189 -4.0996
76 C 0.4571 1.6556 -5.4223
77 C 1.0835 0.6132 -6.0935
78 C 2.0336 -0.1521 -5.4340
79 C 2.3533 0.1199 -4.1105
80 H 6.5761 -1.6364 0.1252
81 H 4.5696 -2.7384 -0.8122
82 H 2.6252 -1.3964 -1.4913
83 H 4.7185 2.1767 -0.3900
84 H 6.6313 0.8274 0.3459
85 H 2.5063 2.9783 -1.4942
86 H 0.2667 2.7293 -3.5900
87 H -0.2816 2.2629 -5.9298
88 H 0.8358 0.4039 -7.1261
89 H 2.5382 -0.9567 -5.9542
90 H 3.1131 -0.4823 -3.6238

=====

Computed, not measured: C32H45CdF3GeN4O2 as an isolated structure in a non-equilibrium geometry, with wB97M-V/def2-TZVPD.

Computed properties:
**E**: -113199.78277 eV
**Orbital gap**: 5.55 eV
**E_LUMO**: -1.2 eV

Atoms and positions in Å:
1 Cd 0.4454 0.1099 -1.6569
2 C 1.2256 -3.2113 -0.1053
3 C 1.9306 -3.5612 -1.4141
4 C 2.3254 -2.3704 -2.2475
5 N 1.1664 -1.6295 -2.7364
6 C 0.4226 -2.0716 -3.7445
7 C 0.9105 -2.9089 -4.7947
8 C 0.2850 -3.6484 -5.7999
9 C -1.0666 -3.9203 -5.9265
10 C -2.0622 -3.4345 -5.0925
11 C -2.0235 -2.3289 -4.2127
12 C -0.9512 -1.5278 -3.7622
13 N -1.0495 -0.2501 -3.2961
14 C -2.3175 0.4515 -3.2113
15 C -3.1459 0.0806 -1.9607
16 C -2.5934 0.6808 -0.6809
17 N -1.3639 0.0837 -0.1407
18 C -1.4902 -0.7814 0.8659
19 C -2.7165 -1.5427 1.0067
20 C -3.0667 -2.5255 1.9252
21 C -2.3284 -3.1838 2.8845
22 C -1.0842 -2.7942 3.3645
23 C -0.2532 -1.8284 2.8731
24 C -0.3593 -1.0283 1.7139
25 N 0.8471 -0.4145 1.3605
26 C 2.1158 -1.1706 1.3048
27 C 2.0680 -2.6710 1.0271
28 H 0.3296 -2.6449 -0.3788
29 H 0.7657 -4.1459 0.2701
30 H 2.8177 -4.1650 -1.1905
31 H 1.3138 -4.2304 -2.0243
32 H 2.8981 -1.6668 -1.6280
33 H 3.0168 -2.6038 -3.0760
34 H 1.9997 -2.8211 -4.8522
35 H 0.9658 -4.2206 -6.4536
36 H -1.3658 -4.5680 -6.7311
37 H -3.0738 -3.8772 -5.1668
38 H -3.0010 -1.9851 -3.8014
39 H -2.0937 1.5378 -3.1443
40 H -2.8528 0.3548 -4.1808
41 H -4.1567 0.4552 -2.1030
42 H -3.3446 -1.0112 -1.8960
43 H -2.3166 1.6934 -0.9564
44 H -3.3327 0.6868 0.1092
45 H -3.5634 -1.1954 0.3892
46 H -4.1047 -2.8369 1.9167
47 H -2.7955 -4.0700 3.2654
48 H -0.7641 -3.3329 4.2690
49 H 0.7092 -1.7218 3.4157
50 H 2.7489 -0.7327 0.5304
51 H 2.6688 -1.0834 2.2689
52 H 3.1173 -2.9905 0.8911
53 H 1.7606 -3.1327 1.9566
54 C 2.8107 5.8481 2.0283
55 C 2.6131 4.3616 1.8371
56 C 1.1424 4.0479 1.4585
57 C 0.7419 2.6161 1.2449
58 Ge 0.9761 1.1376 2.5044
59 C -0.2153 1.2032 4.1043
60 C -1.6974 1.4887 3.9446
61 C -2.1435 2.9614 3.6501
62 C -3.6598 3.0839 3.4895
63 H 3.7277 6.0023 2.6233
64 H 1.9407 6.2768 2.5893
65 H 2.9130 6.4569 1.1405
66 H 2.8920 3.8017 2.7628
67 H 3.2892 3.9978 1.0083
68 H 0.9420 4.5636 0.5208
69 H 0.4938 4.5259 2.2036
70 H 1.4183 2.2320 0.4507
71 H -0.2976 2.5288 0.8172
72 H 2.3607 1.2001 3.1823
73 H 0.2641 1.9961 4.6658
74 H -0.0800 0.2502 4.6354
75 H -2.2055 1.2431 4.9165
76 H -2.1780 0.7997 3.2491
77 H -1.6060 3.3573 2.7700
78 H -1.8547 3.5568 4.5392
79 H -3.9741 2.5274 2.5866
80 H -4.0157 4.1310 3.3756
81 H -4.1710 2.6226 4.3376
82 F 5.1697 1.3539 -2.7041
83 C 4.1010 2.1680 -2.5335
84 F 4.4928 3.1172 -1.6374
85 F 3.7704 2.6580 -3.6898
86 C 2.9160 1.3749 -1.9062
87 O 1.7828 1.7016 -2.3833
88 O 3.1237 0.5128 -1.0244

=====

Computed, not measured: a 8-piece molecular cluster, C32H45N3O15 overall in a non-equilibrium geometry, with wB97M-V/def2-TZVPD.

Computed properties:
**SMILES**: C[C@H]1COC(=O)O1.C[C@H]1COC(=O)O1.C[C@H]1COC(=O)O1.C[C@H]1COC(=O)O1.C[C@H]1COC(=O)O1.c1cc[nH]c1.c1cc[nH]c1.c1cc[nH]c1
**E**: -69094.41259 eV
**Orbital gap**: 8.30 eV
**E_LUMO**: 0.3 eV

Atoms and positions in Å:
1 C 4.5710 2.2658 0.1833
2 C 4.9993 1.6592 1.5131
3 C 4.0123 2.0032 2.7065
4 O 3.6522 0.7084 3.1748
5 C 4.2930 -0.2370 2.4869
6 O 4.5746 -1.3285 2.9004
7 O 4.7887 0.2756 1.3397
8 H 5.2740 1.9901 -0.6027
9 H 4.5572 3.3535 0.2530
10 H 3.5921 2.0254 -0.2316
11 H 5.8992 2.1131 1.9283
12 H 3.1536 2.5004 2.2553
13 H 4.5742 2.5681 3.4503
14 C -1.9426 0.1956 -0.0247
15 C -0.4600 0.6040 -0.2475
16 C 0.4070 0.9260 0.9655
17 O 0.9528 -0.3833 1.2486
18 C 0.9289 -1.1658 0.1422
19 O 1.3927 -2.2933 0.0480
20 O 0.2059 -0.5386 -0.7768
21 H -2.0492 -0.4750 0.8280
22 H -2.3664 -0.2292 -0.9346
23 H -2.6596 0.9586 0.2785
24 H -0.3754 1.4205 -0.9646
25 H -0.2205 1.3113 1.7692
26 H 1.2165 1.5979 0.6802
27 C -5.4218 1.3022 -5.9078
28 C -3.9630 1.1554 -5.3614
29 C -3.0218 2.3662 -5.5560
30 O -2.5299 2.5191 -4.2560
31 C -3.2657 1.9333 -3.3511
32 O -3.1235 2.1520 -2.1396
33 O -4.1164 1.0995 -3.9118
34 H -6.0720 0.4625 -5.6626
35 H -5.4174 1.3091 -6.9977
36 H -5.8788 2.2292 -5.5613
37 H -3.3819 0.2997 -5.7052
38 H -3.5741 3.2139 -5.9615
39 H -2.2086 1.9937 -6.1789
40 C 0.3495 -5.1535 -3.4994
41 C 0.3598 -3.7741 -2.7566
42 C 1.4039 -2.8465 -3.3707
43 O 0.6557 -1.7964 -3.6193
44 C -0.6395 -1.9099 -3.3985
45 O -1.5598 -1.0452 -3.5941
46 O -0.9057 -3.1552 -2.9863
47 H -0.2911 -5.9223 -3.0675
48 H 1.3536 -5.5773 -3.4849
49 H 0.1576 -5.0900 -4.5705
50 H 0.6424 -3.8831 -1.7096
51 H 1.7154 -3.1654 -4.3654
52 H 2.1694 -2.7448 -2.6014
53 C 3.2166 -6.1795 2.1271
54 C 3.3031 -5.0607 1.0549
55 C 4.6295 -4.2514 1.0002
56 O 5.1221 -4.6586 -0.2622
57 C 4.3805 -5.5912 -0.8470
58 O 4.6875 -6.0968 -1.9456
59 O 3.3006 -5.8242 -0.1590
60 H 3.2909 -5.8881 3.1748
61 H 3.9244 -6.9978 1.9948
62 H 2.2899 -6.7531 2.1153
63 H 2.4040 -4.4483 0.9861
64 H 5.3379 -4.5219 1.7832
65 H 4.6163 -3.1650 1.0879
66 C -1.0943 0.1967 5.6636
67 C -0.1451 0.0843 4.6395
68 C 1.0487 0.4431 5.2139
69 N 0.8041 1.0227 6.4283
70 C -0.4989 0.8047 6.7108
71 H -2.1431 -0.0607 5.6783
72 H -0.4365 -0.2725 3.6627
73 H 2.0385 0.5441 4.7939
74 H 1.5471 1.4250 6.9817
75 H -0.8820 0.9284 7.7130
76 C -0.2361 4.0611 -1.2052
77 C 1.0965 4.1143 -0.7476
78 C 1.1132 4.4281 0.6032
79 N -0.2145 4.5018 0.9674
80 C -1.0373 4.2359 -0.1229
81 H -0.5729 3.8951 -2.2178
82 H 1.9769 4.0657 -1.3712
83 H 1.9314 4.5911 1.2891
84 H -0.5959 4.5872 1.8987
85 H -2.0927 4.3506 0.0752
86 C -5.4753 1.8711 0.6124
87 C -6.7540 1.7508 1.1466
88 C -6.7587 2.5157 2.2807
89 N -5.4929 3.0160 2.5229
90 C -4.7361 2.6257 1.5149
91 H -5.2423 1.4394 -0.3498
92 H -7.6514 1.2485 0.8166
93 H -7.4890 2.7270 3.0478
94 H -5.2298 3.6081 3.2977
95 H -3.6894 2.8891 1.5509